1.
A structure of composition C34H37CuI2N4O4S. Source: OMol25; level of theory: wB97M-V/def2-TZVPD.

Computed properties:
HOMO-LUMO gap (spin up / spin down) ... 7.193 / 7.187 eV
Total charge ... -1
Spin multiplicity ... 2
HOMO energy (spin up / spin down) ... -5.15 / -5.14 eV
Lowest unoccupied orbital energy (spin up / spin down) ... 2.0 / 2.0 eV

Element x y z (Å)
1 Cu -0.337 -0.282 0.234
2 C 0.242 3.926 -0.704
3 C 1.409 3.093 -0.152
4 C 1.447 3.142 1.356
5 C 1.796 4.349 1.954
6 C 1.806 4.510 3.327
7 C 1.400 3.458 4.128
8 C 1.047 2.228 3.581
9 C 0.466 1.199 4.531
10 C -0.933 1.630 4.995
11 C 1.144 2.043 2.181
12 N 0.998 0.730 1.639
13 C 1.790 -0.188 2.091
14 C 1.618 -1.543 1.723
15 C 2.243 -2.721 2.152
16 C 1.553 -3.766 1.538
17 C 0.538 -3.179 0.766
18 N 0.578 -1.848 0.876
19 H 0.258 3.917 -1.797
20 H 0.301 4.964 -0.362
21 H -0.708 3.509 -0.372
22 H 2.350 3.496 -0.539
23 H 1.315 2.073 -0.507
24 H 2.074 5.180 1.312
25 H 2.113 5.451 3.768
26 H 1.349 3.583 5.206
27 H 1.119 1.098 5.402
28 H 0.396 0.218 4.072
29 H -0.886 2.573 5.544
30 H -1.378 0.872 5.646
31 H -1.591 1.774 4.138
32 H 2.604 0.073 2.771
33 H 3.080 -2.790 2.832
34 H 1.744 -4.825 1.635
35 H -0.205 -3.659 0.144
36 I -4.951 -2.890 5.044
37 C -4.108 -1.442 3.767
38 C -2.753 -1.486 3.496
39 C -2.212 -0.541 2.632
40 C -3.007 0.439 2.051
41 C -4.362 0.477 2.368
42 C -4.925 -0.466 3.216
43 C -2.481 1.505 1.095
44 O -3.021 2.607 1.145
45 O -1.553 1.182 0.266
46 H -2.117 -2.240 3.942
47 H -1.147 -0.570 2.435
48 H -4.969 1.265 1.942
49 H -5.981 -0.438 3.448
50 I 7.871 1.176 -2.537
51 C 5.894 0.495 -2.281
52 C 5.360 -0.391 -3.201
53 C 4.050 -0.821 -3.034
54 C 3.275 -0.355 -1.979
55 C 3.834 0.536 -1.072
56 C 5.151 0.957 -1.207
57 C 1.834 -0.814 -1.849
58 O 1.571 -1.967 -2.244
59 O 0.990 0.030 -1.421
60 H 5.953 -0.747 -4.033
61 H 3.615 -1.529 -3.729
62 H 3.229 0.914 -0.262
63 H 5.582 1.643 -0.489
64 C 0.099 -2.480 -5.141
65 C -0.650 -1.396 -4.375
66 N -0.939 -1.813 -3.006
67 C -2.095 -1.685 -2.388
68 S -2.264 -1.660 -0.704
69 N -3.235 -1.570 -3.160
70 C -3.558 -2.600 -4.150
71 C -4.626 -2.101 -5.110
72 H 0.407 -2.108 -6.121
73 H -0.525 -3.366 -5.284
74 H 0.986 -2.772 -4.579
75 H -1.575 -1.119 -4.875
76 H -0.030 -0.498 -4.316
77 H -0.087 -1.989 -2.454
78 H -4.019 -1.354 -2.563
79 H -3.906 -3.508 -3.648
80 H -2.655 -2.864 -4.697
81 H -5.541 -1.848 -4.569
82 H -4.867 -2.876 -5.841
83 H -4.284 -1.210 -5.638

---

2.
An isolated molecule of C8H9ClN2. Source: OMol25; level of theory: wB97M-V/def2-TZVPD.

Computed properties:
HOMO-LUMO gap (spin up / spin down) ... 6.845 / 6.288 eV
Spin multiplicity ... 3
HOMO energy (spin up / spin down) ... -5.97 / -7.82 eV
Lowest unoccupied orbital energy (spin up / spin down) ... 0.9 / -1.5 eV

Element x y z (Å)
1 C 2.369 -0.895 0.956
2 C 1.965 -0.870 2.285
3 C 1.288 -0.450 0.127
4 C 0.253 -0.259 1.005
5 C -1.138 0.186 0.860
6 C -1.657 0.563 -0.265
7 C 0.084 1.558 -1.690
8 C -1.536 -0.006 -2.560
9 N 0.644 -0.652 2.282
10 N -0.934 0.717 -1.510
11 Cl 0.539 2.402 -0.247
12 H 3.345 -1.229 0.551
13 H 2.448 -1.087 3.163
14 H -1.776 0.064 1.724
15 H -2.663 0.798 -0.314
16 H 1.398 -0.206 -0.904
17 H -0.979 -1.017 -2.434
18 H -2.640 -0.149 -2.466
19 H -1.184 0.497 -3.502
20 H 0.174 0.034 2.940

---

3.
An isolated molecule of C6H7NO. Source: OMol25; level of theory: wB97M-V/def2-TZVPD.

Computed properties:
HOMO-LUMO gap ... 10.197 eV
Energy relative to the best compared isomer or geometry (same formula, charge and spin) ... 38.0 kcal per mole
HOMO energy ... -9.33 eV
Lowest unoccupied orbital energy ... 0.9 eV
Structure (SMILES) ... O=C1CC=NC12CC2

Element x y z (Å)
1 O -0.246 -0.301 2.199
2 C -0.089 -0.670 1.086
3 C 0.514 -1.871 0.536
4 C 0.576 -1.569 -0.939
5 N 0.225 -0.390 -1.253
6 C -0.092 0.262 -0.052
7 C 0.307 1.720 0.087
8 C -1.103 1.448 -0.037
9 H 0.155 -2.739 1.010
10 H 1.585 -1.762 0.808
11 H 0.877 -2.262 -1.717
12 H 0.931 2.077 -0.816
13 H 0.523 1.976 1.076
14 H -1.648 1.355 0.922
15 H -1.772 1.741 -0.841

---

4.
A structure of composition C2H4BrClIN. Source: OMol25; level of theory: wB97M-V/def2-TZVPD.

Computed properties:
HOMO-LUMO gap ... 8.648 eV
Energy relative to the best compared isomer or geometry (same formula, charge and spin) ... 11.3 kcal per mole
HOMO energy ... -9.53 eV
Lowest unoccupied orbital energy ... -0.9 eV

Element x y z (Å)
1 C 0.044 0.561 0.480
2 C 0.206 -1.387 -1.058
3 N 0.660 -0.134 -0.621
4 Cl -1.513 -1.136 -1.786
5 Br -0.010 -2.790 0.438
6 I 2.718 -0.119 -0.257
7 H 0.124 1.673 0.256
8 H -1.093 0.388 0.648
9 H 0.336 0.408 1.537
10 H 0.971 -1.823 -1.886

---

Values for max |F|, eV/A, ordered as above
0.56; 4.19; 2.96; 4.02